Below is a 6-piece molecular cluster, C33H75N6O9 overall at a distorted geometry, with properties calculated with ωB97M-V with the def2-TZVPD basis set.

Properties
Net charge   +1
Max |F|   0.0598 Eh/bohr
Highest occupied orbital energy   -10.4 eV
Multiplicity   1
Total energy   -62793.64237 eV
Kohn-Sham gap   5.559 eV
LUMO   -4.88 eV

```
123
Properties=species:S:1:pos:R:3:forces:R:3:mulliken_charge:R:1
H -0.71852 1.29268 6.06598 0.7 -0.9 -0.5 0.44
H 1.16868 1.07549 -12.47369 0.0 0.0 0.1 0.39
C 0.14268 -0.13508 -3.60384 0.2 -0.4 -0.2 -1.02
C 2.55048 2.49785 3.96518 -0.3 -0.3 -2.6 -0.63
H -2.33125 -4.00233 4.05295 0.0 0.0 0.0 0.15
H 3.09781 0.13935 -9.44625 0.0 -0.1 -0.1 0.44
H -0.60598 2.05286 -1.29090 0.0 -0.1 0.0 0.25
C -0.37144 4.09034 -8.46964 -0.1 -0.3 -0.2 -0.69
H -0.89674 -0.10072 -3.95084 0.0 0.2 0.0 0.38
H -0.32961 1.66563 -5.59368 0.0 0.0 0.0 0.29
C 2.86665 4.95774 2.92898 -0.1 0.3 -0.2 0.44
H 2.89187 -1.67078 7.90631 0.1 0.1 0.0 0.22
H 2.78527 -0.50315 -3.85923 0.1 0.0 -0.2 0.30
C 2.01779 -2.16784 -9.78947 -0.3 -0.2 0.2 -0.70
C -2.85205 6.14525 -8.62997 0.0 0.3 0.0 -1.42
C -3.98789 -4.67130 3.07269 -0.1 -0.3 0.2 0.27
H -0.11934 -1.59939 6.49777 -0.5 0.8 -0.2 0.16
H 4.87709 -0.84793 9.27054 0.0 -0.1 0.1 0.51
H -3.29513 -0.52847 4.24078 -0.4 -0.3 0.8 0.15
H 0.00292 -2.19099 2.03562 0.5 1.1 0.5 0.47
H 2.62071 0.27294 -11.87585 0.0 0.0 0.0 0.35
H -3.13574 -5.13868 4.84524 -0.1 0.1 0.0 0.29
H 1.77819 -0.98855 1.03880 0.3 0.5 1.2 0.37
H 0.50380 -1.79463 3.71033 -0.3 0.6 -1.0 0.16
C -3.28425 -5.83411 2.34892 0.2 0.1 0.0 -0.77
C -3.97019 -7.82514 3.47712 0.2 -0.1 0.3 -0.64
C 1.11991 0.31329 -4.70605 0.0 0.4 0.2 0.74
N -3.27645 -4.28899 4.29989 0.2 -0.1 -0.2 -0.38
H 0.97311 2.49904 -4.73305 0.0 -0.1 0.0 0.27
H -4.51884 -7.50345 4.36419 -0.2 -0.1 -0.1 0.23
H -0.43350 -0.23000 -9.95530 0.0 0.1 -0.1 0.36
H 1.51030 0.20957 8.15094 -0.1 -0.1 0.0 0.15
H 2.25562 -2.05641 10.86225 0.0 0.1 -0.1 0.30
C 3.94200 -0.28566 9.15387 0.0 0.1 -0.2 -0.62
N 2.10019 0.57514 2.45410 0.3 1.8 0.1 0.30
H 2.61741 -1.53394 2.52809 -0.6 0.9 -0.2 0.34
H -0.28871 0.63280 4.45055 0.6 0.0 0.8 0.16
H 1.49362 1.92672 -10.28661 0.0 0.0 0.1 0.36
H -2.34285 -5.45385 1.93805 0.0 -0.1 0.1 0.29
H -1.48943 5.16769 -6.42316 0.1 0.1 -0.1 0.49
O -2.91879 -6.91526 3.19168 -0.2 0.1 -0.3 -0.39
H -3.97914 -3.81250 2.39219 0.1 0.0 0.0 0.34
C 1.54187 0.36892 -11.72914 0.1 0.1 -0.2 -1.61
C 1.80411 -0.85505 2.15900 -0.8 -1.7 -0.7 -0.80
H 4.06860 0.34624 8.26723 0.0 0.1 0.1 0.11
C -3.29412 5.04898 -7.66559 0.2 -0.1 -0.3 0.33
C 1.22225 0.86598 -10.32270 -0.1 -0.4 -0.1 0.48
H -1.29458 1.83158 -2.90904 0.1 0.0 -0.1 0.35
C -0.12563 0.48086 5.55000 -1.6 0.1 0.9 -0.64
H 0.05706 4.98986 -8.01901 -0.1 0.0 0.0 0.39
C 2.61614 3.40793 2.81326 -0.2 -2.1 0.0 0.83
H -5.96542 -4.02876 3.66655 0.1 -0.1 0.0 0.34
H 0.35692 -1.18270 -3.37092 0.0 0.1 0.1 0.35
C 2.02471 0.15212 -9.21824 -0.1 0.2 0.2 -0.09
H 2.68473 2.92838 4.99198 -0.3 -0.9 -1.0 0.30
C -0.80226 -0.88553 5.95867 -0.8 0.0 -1.0 0.26
C -2.13084 4.40713 -6.88656 -0.2 -0.1 0.2 -0.82
H 0.30967 2.60522 -2.69083 -0.2 0.1 -0.1 0.27
H -0.44685 1.18201 -9.19810 -0.1 0.1 -0.1 0.19
H 1.07973 -0.59419 -11.94807 0.0 0.0 0.1 0.30
H 2.47219 0.98752 -3.36359 0.0 0.1 -0.2 0.28
C 2.74774 -1.22466 8.89814 -0.1 0.1 0.4 0.72
H -4.65082 -7.94543 2.63008 0.0 0.1 0.0 0.30
H 4.30853 0.87253 12.18181 0.0 0.0 -0.1 0.27
C -5.44667 -4.95698 3.41538 -0.2 0.1 -0.1 -1.42
C -3.06533 -1.50068 6.29094 -0.9 -0.9 -0.4 -0.23
H 3.19147 0.25354 5.54036 -1.1 -0.1 -0.5 0.37
H 1.43877 0.05951 9.74430 -0.1 -0.2 0.0 0.34
N 2.49659 0.41039 -4.20271 -0.1 -0.3 0.2 -0.73
N -0.22403 0.75705 -10.09654 0.1 0.1 0.3 -0.66
H 2.41489 3.54320 0.56972 0.0 -0.9 0.9 0.45
C 2.17815 0.15115 5.04539 1.3 0.1 -0.1 -0.67
H 1.91117 0.72884 -8.29454 -0.1 -0.1 0.0 -0.18
H 0.43017 3.36433 -8.62087 0.0 0.0 0.1 0.07
H -3.40706 3.49991 -8.95862 -0.1 0.1 -0.1 0.32
O 3.54511 5.51913 3.98070 -0.7 -1.6 -0.5 -0.43
C -0.36637 1.82632 -2.33262 0.3 0.0 0.2 -0.76
H 4.82870 -0.67446 11.49138 -0.1 0.0 -0.1 0.30
H -3.71088 6.74379 -8.94089 0.0 -0.1 0.0 0.35
C -3.90918 -0.97918 5.06706 -0.6 0.0 0.1 -0.62
H 1.98451 1.03408 0.31208 0.2 -0.1 1.4 0.34
H 1.09764 -0.45096 -5.48962 0.0 -0.1 0.1 0.38
H -3.52318 -8.79463 3.70130 0.1 0.1 -0.1 0.26
C 2.39859 2.85648 1.45091 0.0 -1.4 2.7 -0.88
H 3.74461 4.85506 4.66886 0.0 0.4 -0.4 0.32
H 3.62534 -2.83735 10.05951 0.0 0.0 0.0 0.36
O 2.45530 5.65508 2.04539 0.3 -0.6 0.5 -0.46
H 3.11017 -0.39005 11.92218 0.1 -0.2 0.1 0.23
H 1.97545 -3.14631 9.51879 0.0 0.1 0.0 0.37
O 1.56409 -1.15529 -8.90611 0.3 0.2 -0.1 -0.34
H -1.15484 -1.38243 5.00116 0.7 0.4 0.9 -0.07
H -5.96769 -5.40752 2.56738 0.0 0.0 0.0 0.37
O -1.35242 3.48906 -7.64131 0.1 0.3 0.2 -0.18
H -2.13355 6.81899 -8.15583 0.0 0.0 0.0 0.34
N -4.06761 4.04613 -8.40735 0.1 -0.1 0.3 -0.75
H -2.62793 -2.51090 6.05474 -0.5 0.9 0.2 0.19
H 2.02276 -3.11260 -9.24319 0.0 0.1 0.1 0.25
H 1.32683 -2.27664 -10.62740 0.2 0.0 -0.1 0.24
H 3.03045 -1.97280 -10.15275 0.0 0.1 0.0 0.33
C 2.27933 1.06390 3.74763 -0.1 1.7 0.2 0.14
H -3.95842 5.51519 -6.93030 0.0 -0.1 0.1 0.43
H -2.55882 3.82111 -6.06635 0.0 -0.1 -0.1 0.27
H 1.28378 1.76851 -6.29559 0.0 0.0 0.1 0.26
H -4.51424 -1.81408 4.60360 0.9 0.7 0.6 0.05
O -2.01030 -0.60791 6.69407 0.4 -0.4 -0.5 -0.43
O 3.76187 0.61384 10.23469 0.2 -0.3 -0.2 -0.41
C 2.64909 -2.37382 9.89653 0.1 -0.3 -0.1 -1.59
H 2.07753 -0.94087 4.79806 -0.2 1.1 0.1 0.36
H -5.55307 -5.62043 4.27401 0.1 0.0 0.0 0.30
H -3.79977 -1.67393 7.13174 1.1 0.5 -0.6 0.34
C 0.39450 -1.35396 2.68332 0.4 -0.1 0.3 -0.61
O 0.28168 0.56388 -2.36945 -0.2 0.0 0.0 -0.22
H -2.39934 5.74653 -9.53839 0.0 -0.1 0.1 0.30
O 1.23722 0.63706 5.98595 0.2 -0.3 -1.7 -0.30
H -0.33528 -0.49756 2.70473 0.6 -1.0 -0.1 0.23
C 0.73733 1.63715 -5.35947 -0.1 0.0 -0.2 -1.46
H -3.87359 -6.19095 1.49543 -0.1 0.0 0.1 0.48
C 2.15977 1.42392 1.34917 0.3 2.6 0.1 0.16
H -4.44681 3.37084 -7.74750 -0.1 0.1 -0.1 0.27
N 1.47625 -0.49170 8.88809 0.2 0.2 -0.2 -0.54
H -0.79587 4.31912 -9.44854 0.1 0.2 0.0 0.28
C 4.01815 0.05885 11.51582 -0.2 0.3 0.1 -0.64
H -4.67904 -0.23214 5.42513 1.1 -0.5 -0.4 0.34
```
Positions in Å, forces in eV/Å.